Record 1
Below is 12 unconnected molecules or ions with the total composition C47H127N9O16 in a non-equilibrium geometry, with properties calculated with ωB97M-V/def2-TZVPD.

Geometry as XYZ:
```
199
C47H127N9O16 ωB97M-V/def2-TZVPD
C 4.83 0.63 2.29
O 3.98 0.32 3.38
C 2.91 -0.53 3.08
C 2.22 -1.02 4.38
C 2.99 -2.07 5.15
N 0.88 -1.62 4.07
H 5.49 1.43 2.61
H 4.32 1.01 1.40
H 5.46 -0.25 2.14
H 2.25 -0.12 2.31
H 3.24 -1.49 2.65
H 2.08 -0.14 5.01
H 3.94 -1.60 5.41
H 3.26 -2.91 4.50
H 2.45 -2.45 6.01
H 1.13 -2.11 3.21
H 0.22 -0.92 3.75
C 0.75 -6.31 -2.35
O -0.39 -5.98 -1.58
C -1.12 -7.13 -1.17
C -2.54 -6.68 -0.92
C -3.47 -7.80 -0.42
N -3.09 -6.05 -2.15
H 1.39 -5.45 -2.54
H 0.37 -6.72 -3.29
H 1.36 -7.05 -1.82
H -1.08 -7.87 -1.98
H -0.64 -7.49 -0.26
H -2.40 -5.85 -0.21
H -3.23 -8.03 0.62
H -3.41 -8.64 -1.11
H -4.47 -7.36 -0.41
H -3.75 -5.33 -1.88
H -2.24 -5.60 -2.49
C -3.70 6.18 5.17
O -3.05 4.93 5.24
C -3.30 4.28 6.45
C -2.16 3.29 6.74
C -1.79 2.45 5.54
N -2.54 2.40 7.85
H -3.51 6.84 6.03
H -4.78 6.04 5.14
H -3.41 6.81 4.33
H -3.52 4.85 7.35
H -4.19 3.62 6.38
H -1.27 3.82 7.09
H -2.66 1.87 5.22
H -0.91 1.86 5.76
H -1.67 3.00 4.59
H -3.41 1.98 7.51
H -2.00 1.56 8.03
C 6.63 7.34 -0.19
O 6.27 5.97 -0.21
C 5.23 5.65 0.69
C 3.83 6.24 0.32
C 2.78 5.64 1.22
N 3.68 5.87 -1.08
H 5.78 7.90 -0.57
H 7.47 7.44 -0.88
H 6.98 7.76 0.76
H 5.06 4.58 0.75
H 5.51 6.04 1.67
H 3.71 7.33 0.35
H 3.07 5.65 2.27
H 2.77 4.56 1.02
H 1.80 6.11 1.15
H 4.56 6.03 -1.55
H 2.96 6.37 -1.59
C -3.88 -2.54 -0.64
O -4.41 -3.27 -1.76
C -5.73 -2.91 -2.10
C -5.97 -2.91 -3.62
C -5.27 -1.80 -4.36
N -7.42 -2.89 -3.86
H -4.60 -1.98 -0.05
H -3.19 -1.82 -1.09
H -3.37 -3.26 -0.01
H -6.38 -3.73 -1.75
H -6.16 -2.07 -1.54
H -5.64 -3.90 -3.94
H -5.50 -1.74 -5.42
H -4.18 -1.90 -4.39
H -5.44 -0.79 -3.97
H -7.66 -1.93 -3.59
H -7.55 -2.80 -4.87
C -0.31 8.13 0.77
O -0.54 7.04 1.63
C -1.46 6.12 1.09
C -2.95 6.56 0.96
N -3.79 5.51 0.45
C -3.94 4.38 1.34
C -5.02 3.39 0.88
O -6.22 4.08 0.68
C -7.33 3.67 1.48
H -0.78 9.05 1.12
H -0.78 7.95 -0.21
H 0.73 8.23 0.45
H -1.46 5.27 1.78
H -1.11 5.67 0.15
H -2.92 7.30 0.16
H -3.30 6.95 1.92
H -4.71 5.80 0.15
H -4.11 4.62 2.41
H -2.98 3.85 1.36
H -5.08 2.63 1.66
H -4.65 2.91 -0.03
H -8.13 4.36 1.22
H -7.07 3.99 2.50
H -7.61 2.62 1.41
C -5.16 -10.07 1.39
O -4.19 -9.49 2.26
C -3.30 -10.56 2.63
C -2.27 -9.95 3.57
N -1.16 -9.26 2.86
C -0.05 -8.93 3.81
C 1.05 -8.27 3.04
O 0.83 -6.88 3.04
C 1.63 -6.12 2.16
H -5.58 -9.36 0.67
H -6.00 -10.55 1.89
H -4.66 -10.72 0.67
H -2.82 -11.06 1.80
H -3.89 -11.36 3.09
H -1.80 -10.72 4.19
H -2.71 -9.19 4.22
H -1.57 -8.34 2.74
H 0.21 -9.84 4.35
H -0.37 -8.20 4.56
H 1.08 -8.67 2.02
H 2.06 -8.47 3.45
H 1.19 -5.13 2.32
H 1.44 -6.32 1.10
H 2.67 -6.18 2.48
C 3.73 2.66 -8.31
O 4.82 2.55 -7.45
C 5.86 3.51 -7.55
C 6.81 3.26 -6.44
N 6.25 3.73 -5.16
C 7.06 3.28 -4.04
C 6.27 3.29 -2.72
O 5.32 2.19 -2.61
C 4.52 2.33 -1.45
H 3.31 3.68 -8.34
H 2.92 1.97 -8.11
H 4.14 2.60 -9.33
H 5.51 4.54 -7.55
H 6.39 3.28 -8.49
H 7.78 3.70 -6.65
H 6.94 2.17 -6.47
H 5.32 3.33 -5.15
H 7.94 3.90 -3.86
H 7.45 2.27 -4.22
H 5.64 4.17 -2.59
H 6.92 3.19 -1.84
H 4.22 3.38 -1.35
H 5.15 2.14 -0.57
H 3.63 1.70 -1.58
C 0.31 -3.19 0.31
O 0.51 -1.79 0.15
C 0.67 -1.39 -1.23
C 0.67 0.10 -1.23
N -0.57 0.64 -0.65
C -0.56 2.11 -0.59
C 0.37 2.68 0.47
O 0.05 2.02 1.69
C 0.86 2.43 2.77
H 1.17 -3.81 0.03
H -0.45 -3.50 -0.42
H -0.13 -3.29 1.30
H -0.15 -1.84 -1.80
H 1.64 -1.74 -1.58
H 0.71 0.40 -2.28
H 1.55 0.50 -0.71
H -0.61 0.26 0.29
H -1.59 2.44 -0.51
H -0.25 2.44 -1.59
H 0.21 3.76 0.55
H 1.44 2.52 0.29
H 1.91 2.17 2.58
H 0.53 1.81 3.60
H 0.70 3.48 3.02
C 1.41 -2.63 -4.33
O 2.59 -2.62 -3.54
H 1.55 -3.10 -5.30
H 0.59 -3.06 -3.75
H 1.06 -1.60 -4.46
H 3.20 -3.26 -3.90
C -1.78 0.60 -3.82
O -2.40 1.10 -2.63
H -0.78 1.01 -3.95
H -1.75 -0.49 -3.68
H -2.41 0.97 -4.62
H -1.86 0.85 -1.83
C 2.16 2.03 -4.30
O 3.37 2.70 -4.53
H 1.66 1.84 -5.26
H 2.35 1.03 -3.89
H 1.53 2.65 -3.65
H 3.99 2.59 -3.79
```

Computed properties:
HOMO energy = -8.7 eV
total charge = 0
E_LUMO = 0.53 eV
SMILES = COC[C@H](C)N.COC[C@H](C)N.COC[C@H](C)N.COC[C@H](C)N.COC[C@H](C)N.COCCNCCOC.COCCNCCOC.COCCNCCOC.COCCNCCOC.CO.CO.CO
frontier orbital gap = 9.21 eV

Here are the Löwdin charges for atoms 1 to 4, given in e: -0.09 -0.19 -0.24 -0.42

Record 2
Below is a molecular structure, C47H30BrCl5O4PdS2 in a non-equilibrium geometry, with properties calculated with ωB97M-V/def2-TZVPD.

Geometry as XYZ:
```
90
C47H30BrCl5O4PdS2 ωB97M-V/def2-TZVPD
Pd 1.47 1.10 0.58
C -0.12 5.12 -4.67
C -0.45 4.31 -3.46
C 0.03 3.01 -3.31
C -0.35 2.22 -2.24
C -1.19 2.76 -1.28
C -1.66 4.06 -1.37
C -1.29 4.82 -2.47
S -1.80 1.76 0.04
O -0.59 1.09 0.71
C -2.63 0.48 -0.93
C -3.34 0.93 -2.07
C -4.05 0.05 -2.82
C -4.10 -1.32 -2.48
C -4.82 -2.25 -3.26
C -4.87 -3.57 -2.90
C -4.22 -4.01 -1.74
C -3.51 -3.14 -0.96
C -3.43 -1.77 -1.31
C -2.70 -0.83 -0.51
C -2.11 -1.35 0.76
C -2.94 -1.43 1.92
C -4.26 -0.94 1.94
C -5.02 -1.02 3.07
C -4.49 -1.61 4.24
C -3.22 -2.11 4.25
C -2.41 -2.03 3.09
C -1.08 -2.54 3.09
C -0.31 -2.46 1.97
C -0.85 -1.86 0.81
S 0.23 -1.54 -0.57
O 1.46 -0.86 0.09
C 0.84 -3.15 -0.96
C 2.09 -3.58 -0.52
C 2.49 -4.86 -0.85
C 1.68 -5.71 -1.60
C 2.15 -7.09 -1.98
C 0.44 -5.24 -2.03
C 0.01 -3.97 -1.72
H 0.83 4.81 -5.11
H -0.06 6.18 -4.44
H -0.90 5.00 -5.43
H 0.69 2.60 -4.07
H -0.02 1.19 -2.18
H -2.33 4.46 -0.62
H -1.68 5.83 -2.57
H -3.31 1.97 -2.36
H -4.59 0.39 -3.69
H -5.33 -1.90 -4.15
H -5.43 -4.27 -3.51
H -4.28 -5.06 -1.46
H -3.02 -3.50 -0.06
H -4.68 -0.50 1.04
H -6.03 -0.65 3.08
H -5.10 -1.68 5.13
H -2.81 -2.56 5.14
H -0.70 -3.01 3.98
H 0.70 -2.84 1.96
H 2.72 -2.92 0.05
H 3.46 -5.21 -0.52
H 2.78 -7.52 -1.19
H 2.74 -7.05 -2.89
H 1.31 -7.76 -2.15
H -0.20 -5.89 -2.62
H -0.95 -3.61 -2.06
Cl 3.41 2.99 -1.06
C 2.25 3.69 -0.02
C 1.98 2.98 1.24
C 0.93 3.53 2.07
Cl 0.61 2.73 3.53
C 0.25 4.67 1.71
Cl -1.03 5.27 2.68
C 0.66 5.38 0.56
Cl -0.05 6.86 0.23
C 1.64 4.87 -0.33
Cl 2.06 5.75 -1.74
Br 7.74 4.31 4.42
C 6.92 2.74 3.78
C 7.54 1.51 3.97
C 6.94 0.35 3.49
C 5.72 0.42 2.84
C 5.11 1.66 2.67
C 5.70 2.83 3.14
C 3.83 1.71 1.97
O 3.21 2.88 1.98
O 3.31 0.74 1.41
H 8.49 1.46 4.48
H 7.42 -0.60 3.64
H 5.24 -0.48 2.46
H 5.22 3.79 3.01
```

Computed properties:
HOMO energy = -12.8 eV
total charge = +2
E_LUMO = -7.88 eV
frontier orbital gap = 4.91 eV

Here are the Löwdin charges for atoms 1 to 4, given in e: 1.02 -0.03 -0.28 -0.01

Record 3
Below is a molecular structure, C47H30F4N5PV, with properties calculated with ωB97M-V/def2-TZVPD.

Geometry as XYZ:
```
88
C47H30F4N5PV ωB97M-V/def2-TZVPD
V 0.24 1.55 0.40
C 3.56 -1.50 0.80
C 2.68 -2.53 0.15
C 3.27 -3.59 -0.54
C 2.50 -4.56 -1.17
C 1.11 -4.49 -1.10
C 0.51 -3.44 -0.42
C 1.28 -2.46 0.20
P 0.49 -0.97 0.87
C -1.28 -1.02 0.41
C -1.41 -0.68 -1.12
C -2.55 -1.31 -1.80
C -3.52 -1.95 -1.14
C -3.40 -2.25 0.27
C -2.30 -1.92 0.98
C -2.11 -2.43 2.38
C 0.75 -1.00 2.67
C 1.28 -2.10 3.34
C 1.67 -1.99 4.67
C 1.53 -0.76 5.31
C 0.99 0.32 4.64
C 0.56 0.23 3.31
C -0.08 1.36 2.58
H 4.55 -1.50 0.35
H 3.66 -1.70 1.87
H 3.14 -0.50 0.71
H 4.35 -3.63 -0.62
H 2.98 -5.34 -1.74
H 0.51 -5.23 -1.61
H -0.57 -3.37 -0.40
H -0.49 -0.67 -1.70
H -2.58 -1.24 -2.88
H -4.37 -2.36 -1.68
H -4.17 -2.85 0.75
H -2.98 -2.99 2.71
H -1.92 -1.61 3.09
H -1.24 -3.08 2.44
H 1.42 -3.04 2.81
H 2.09 -2.84 5.19
H 1.85 -0.65 6.34
H 0.87 1.27 5.16
H 0.13 2.30 3.11
H -1.17 1.22 2.64
N -0.71 3.33 0.27
C -1.54 4.12 0.28
C -2.62 5.06 0.31
C -3.40 5.15 1.46
C -4.47 6.03 1.48
C -4.76 6.81 0.37
C -3.98 6.70 -0.78
C -2.91 5.83 -0.81
H -3.18 4.52 2.31
H -5.09 6.10 2.37
H -5.61 7.48 0.39
H -4.21 7.30 -1.65
H -2.30 5.73 -1.70
C -1.61 0.38 -0.08
C -2.92 0.99 0.12
C -3.54 1.68 -0.93
C -4.75 2.33 -0.77
C -5.38 2.34 0.47
C -4.79 1.67 1.53
C -3.59 1.00 1.36
H -3.06 1.67 -1.91
H -5.20 2.85 -1.61
H -6.33 2.86 0.60
H -5.27 1.65 2.50
H -3.15 0.45 2.18
F 6.51 0.00 -2.07
C 5.31 -0.42 -2.52
C 5.28 -1.62 -3.21
F 6.46 -2.25 -3.38
C 4.10 -2.20 -3.71
C 2.96 -1.44 -3.41
C 3.00 -0.24 -2.73
F 1.82 0.41 -2.55
C 4.18 0.33 -2.25
C 4.21 1.62 -1.52
C 3.21 1.89 -0.62
N 2.33 2.03 0.14
C 5.18 2.61 -1.77
N 5.97 3.44 -1.97
F 1.75 -1.87 -3.81
C 4.07 -3.44 -4.44
C 2.88 -4.09 -4.84
N 1.95 -4.68 -5.19
C 5.24 -4.11 -4.87
N 6.15 -4.70 -5.27
```

Computed properties:
HOMO energy (spin up / spin down) = -1.6 / -1.7 eV
total charge = -2
E_LUMO (spin up / spin down) = 3.40 / 3.34 eV
frontier orbital gap (spin up / spin down) = 5.02 / 5.01 eV
spin multiplicity = 4

Here are the Löwdin charges for atoms 1 to 4, given in e: 0.60 -0.04 -0.27 -0.05

We obtain ΔE to the lowest compared entry with this formula, charge and spin values of 0.0; 0.0; 0.0 kcal per mole for the records listed above, in that order.
We obtain energy values of -3563.12989; -7908.69058; -3767.61860 Ha for the records listed above, in that order.